Molecular formula: C10H10NS2
Method: DFT, ωB97M-V/def2-TZVPD

Charge   +1
Calculated total energy   -1237.8271 Ha

Last column: Löwdin charge in e.
Cartesian coordinates (Å):
C -2.612 -1.466 -0.401  -0.041
C -2.839 -0.116 -0.301  -0.032
C -1.337 -2.073 -0.451  0.025
C -1.686 0.707 -0.307  -0.025
C -0.224 -1.201 -0.448  -0.122
C -0.410 0.265 -0.335  -0.200
C 1.147 -1.802 -0.670  -0.469
C 2.351 -0.899 -0.440  -0.566
C 2.144 0.463 -0.004  -0.505
C 0.766 1.035 -0.151  -0.362
N 0.446 2.573 1.673  0.180
S 2.065 -2.150 0.823  0.987
S 1.854 1.726 -1.312  1.101
H -3.449 -2.125 -0.256  0.114
H -3.844 0.281 -0.245  0.119
H -1.247 -3.066 -0.669  0.096
H -1.876 1.788 -0.397  0.134
H 1.355 -2.334 -1.622  0.146
H 3.248 -0.914 -1.074  0.136
H 2.675 0.779 0.896  0.127
H 1.366 2.790 1.843  0.034
H -0.024 2.267 2.456  0.052
H 0.130 3.472 1.391  0.072

Forces on atoms 1 to 3 (eV/Å):
C -0.1 -1.1 1.2
C 1.8 0.1 -0.3
C 0.3 5.2 -0.4